Molecular formula: C11H23FMnNO2P2
Method: DFT, the ωB97M-V functional and the def2-TZVPD basis

Structure (XYZ):
```
41
Properties=species:S:1:pos:R:3:lowdin_spin:R:1
Mn 0.11684 1.32647 1.81274 2.438
P -2.08464 0.36082 1.12905 -0.087
C -2.12089 1.04355 -0.58686 0.037
C -0.79806 1.52087 -1.09685 0.196
N 0.26294 1.54186 -0.26629 -0.021
C 1.51515 1.59867 -0.77891 0.205
C 1.68749 2.11584 -2.04389 0.219
C 0.57492 2.35855 -2.85603 -0.017
C -0.67739 1.93524 -2.41132 0.229
C 2.63057 1.09228 0.11086 0.024
P 2.04368 -0.32000 1.19124 -0.201
H -1.54851 1.86723 -3.06655 0.005
H 2.68870 2.31664 -2.39723 0.006
H 0.67183 2.79311 -3.83175 -0.004
H 3.43528 0.72046 -0.54482 -0.001
H 3.04593 1.89486 0.73836 0.020
H -2.55657 0.32756 -1.27441 0.011
H -2.81044 1.91897 -0.61118 0.021
H -2.05180 -3.83984 -2.42643 0.000
O -2.64713 -3.33361 -2.98322 0.000
H -2.03866 -2.67773 -3.39364 0.000
H 0.05834 -3.57689 0.83350 0.000
O 0.21405 -3.94039 -0.06329 0.000
H 0.83817 -4.67926 0.04460 0.000
C 2.58682 -1.67562 0.09924 -0.038
H 3.62481 -1.46778 -0.19087 -0.009
H 2.58240 -2.61477 0.66627 0.001
H 1.96392 -1.76212 -0.79694 0.000
C 3.43817 -0.29481 2.35794 -0.033
H 3.39895 -1.23372 2.92614 0.000
H 4.37933 -0.25596 1.79398 -0.009
H 3.34406 0.56800 3.03319 0.000
C -3.17450 1.70596 1.72699 -0.011
H -4.08657 1.66465 1.12408 -0.004
H -3.44517 1.59853 2.78224 0.000
H -2.67448 2.66783 1.55174 0.000
C -3.19077 -1.09435 1.10275 -0.018
H -3.40354 -1.40862 2.13683 0.000
H -4.14878 -0.82509 0.62702 -0.005
H -2.76056 -1.95258 0.56017 0.000
F 1.11607 2.01519 3.27157 0.046
```

The net charge is +3. The expectation value of S² is 4.227. As for the spin multiplicity: 4. The calculation puts the electronic energy at -69947.5135 eV.


Molecular formula: C8H12DyN2P
Method: DFT, the ωB97M-V functional and the def2-TZVPD basis

Structure (XYZ):
```
24
Properties=species:S:1:pos:R:3:lowdin_spin:R:1
C -0.07444 -0.80510 -1.66909 -0.034
C -0.55594 0.04568 -2.63656 -0.006
C -0.49395 1.47705 -2.60998 -0.023
C 0.30908 2.26298 -1.70875 -0.014
C 1.04002 1.78902 -0.66224 -0.003
Dy -0.79021 0.75721 -0.23008 5.101
P 0.13947 -2.16647 0.60935 -0.006
H -0.06016 -1.89333 -1.89922 -0.003
H -1.04322 -0.32871 -3.54815 0.001
H -0.80730 1.99896 -3.52962 -0.001
H 1.75450 2.41355 -0.09962 0.003
H 0.28097 3.33321 -1.95229 0.000
H 1.39159 -2.51700 1.20403 0.000
H 0.18486 -3.33956 -0.23371 -0.001
H -0.62557 -2.87470 1.59269 0.000
N 0.23327 -0.08434 3.20537 -0.001
C 0.64179 0.63653 4.27115 0.000
C 0.74274 1.96150 3.85340 0.000
C 0.42372 1.97398 2.49005 0.001
N 0.00188 0.72491 2.10607 -0.014
H 0.24095 -1.10411 3.14710 0.000
H 0.83669 0.20548 5.25147 0.000
H 1.01802 2.80765 4.45249 0.000
H 0.52903 2.77590 1.76733 0.001
```

The net charge is 0. The expectation value of S² is 9.374. As for the spin multiplicity: 6. The energy above the lowest of the compared OMol25 structures with the same formula, charge and spin comes out at 0.000 eV.


Molecular formula: C31H35MnN7O5PS5
Method: DFT, the ωB97M-V functional and the def2-TZVPD basis

Structure (XYZ):
```
85
Properties=species:S:1:pos:R:3:lowdin_spin:R:1
Mn -0.40613 0.18183 0.52510 0.981
N -2.04316 -5.43058 4.53523 0.000
C -1.75066 -4.06128 4.55610 0.000
C -0.51378 -3.61421 5.02473 0.000
C -0.18101 -2.27206 4.95308 0.000
C -1.08430 -1.36533 4.41307 0.000
C -2.33272 -1.79360 3.98041 0.000
C -2.66149 -3.13649 4.04707 0.000
S -0.58899 0.30786 4.11504 0.001
O 0.38424 0.64705 5.11906 0.000
O -1.79480 1.07792 4.00889 0.000
N 0.07412 0.27968 2.64098 -0.001
C 1.33923 -0.12587 2.40617 -0.001
N 2.13986 -0.77563 3.26265 0.001
C 3.31643 -1.15326 2.78374 0.002
C 3.72443 -0.94989 1.47284 0.002
C 2.80643 -0.31555 0.64725 0.002
N 1.64874 0.12338 1.09818 -0.004
H -1.57506 -5.97005 5.24612 0.000
H -3.02695 -5.64495 4.49271 0.000
H 0.19394 -4.33034 5.42864 0.000
H 0.78542 -1.91277 5.28007 0.000
H -3.02069 -1.07305 3.55853 0.000
H -3.62343 -3.47675 3.67872 0.000
H 3.96416 -1.67187 3.48579 0.000
H 4.68424 -1.28377 1.10870 0.000
H 3.00313 -0.15193 -0.40796 0.000
O -0.18319 0.31151 -1.41229 0.024
N -0.46963 1.46913 -2.00984 -0.002
C -0.48530 1.45958 -3.35697 0.000
C -0.75649 2.58731 -4.07537 0.000
C -1.04464 3.76521 -3.37150 -0.001
C -1.04295 3.75073 -2.00530 0.000
C -0.75726 2.57680 -1.27295 -0.002
S -0.74678 2.48268 0.42094 0.007
H -0.28790 0.49142 -3.78916 0.000
H -0.77092 2.54319 -5.15394 0.000
H -1.27815 4.67703 -3.90617 0.000
H -1.27409 4.63545 -1.42915 0.000
S 0.20566 -6.40955 -0.21270 0.000
C 0.09254 -4.64849 -0.00715 -0.001
C 0.24512 -3.79426 -1.09064 0.000
C 0.15551 -2.43055 -0.88146 -0.002
N -0.08312 -1.89738 0.32258 -0.004
C -0.24661 -2.72652 1.35320 0.000
C -0.16303 -4.10740 1.23898 0.000
C 1.90574 -6.58174 -0.66441 0.000
C 2.90116 -5.71490 -0.22597 0.000
C 4.20840 -5.96684 -0.60664 0.000
N 4.58446 -7.00219 -1.35686 0.000
C 3.62230 -7.82576 -1.76158 0.000
C 2.28017 -7.66008 -1.45649 0.000
H 0.42909 -4.18112 -2.08378 0.000
H 0.25143 -1.72309 -1.69347 0.000
H -0.44414 -2.27007 2.31132 0.000
H -0.30328 -4.73188 2.11123 0.000
H 2.66642 -4.85610 0.38904 0.000
H 4.99983 -5.29951 -0.28315 0.000
H 3.93513 -8.66249 -2.37725 0.000
H 1.54008 -8.35179 -1.83697 0.000
C -3.63429 -3.78262 0.25788 0.000
C -4.88244 -2.98694 -0.08626 0.000
C -5.63494 -2.51426 1.14698 0.000
O -4.56088 -1.93271 -1.01067 0.000
P -4.04271 -0.43626 -0.71959 0.001
S -3.53430 0.36309 -2.41970 0.000
S -2.77576 -0.44186 0.83876 -0.003
O -5.42179 0.19901 -0.15427 0.001
C -5.69869 1.60969 -0.21671 0.000
C -7.17462 1.74849 0.10140 0.000
C -4.82348 2.40245 0.73475 0.000
H -3.90636 -4.67108 0.83464 0.000
H -2.95073 -3.17116 0.84637 0.000
H -3.12575 -4.09951 -0.65413 0.000
H -5.55204 -3.62194 -0.67346 0.000
H -5.01334 -1.85364 1.75198 0.000
H -5.91404 -3.38591 1.74509 0.000
H -6.53821 -1.97430 0.86666 0.000
H -5.50804 1.93127 -1.24474 0.000
H -7.37083 1.42790 1.12693 0.000
H -7.77102 1.13623 -0.57569 0.000
H -7.48429 2.79028 -0.00125 0.000
H -4.93621 2.03782 1.75776 0.000
H -5.11802 3.45465 0.69828 0.000
H -3.76845 2.33030 0.47210 0.000
```

The net charge is -1. The expectation value of S² is 0.835. As for the spin multiplicity: 2. The energy above the lowest of the compared OMol25 structures with the same formula, charge and spin comes out at 0.220 eV.


Molecular formula: C12H23Cl18FNO2
Method: DFT, the ωB97M-V functional and the def2-TZVPD basis

Structure (XYZ):
```
57
Properties=species:S:1:pos:R:3:nbo_charge:R:1
O 2.16333 0.33326 1.33946 -0.665
C 2.89895 -0.12164 2.39063 0.807
O 3.76491 -1.28927 2.15562 -0.739
C 2.73174 0.70108 3.80154 -0.543
C 3.37254 -0.03990 5.11667 -0.303
N 4.90688 0.00602 5.06243 -0.450
F 5.26732 1.28339 5.42331 -0.363
H 3.23240 -2.14774 2.14196 0.487
H 3.22401 1.78132 3.67717 0.252
H 1.58448 0.90613 3.99429 0.204
H 3.01747 0.59063 6.06400 0.144
H 2.96001 -1.13668 5.30782 0.172
C -1.12697 -1.06116 0.42925 -0.411
Cl -2.85831 -1.33923 0.20506 -0.061
Cl -0.54754 -1.82334 1.91526 -0.021
H -0.58586 -1.48280 -0.42121 0.234
H -0.94397 0.01460 0.48642 0.237
C -2.14662 2.49895 -0.16035 -0.411
Cl -0.47759 1.97878 -0.42286 0.006
Cl -2.22682 4.23194 0.17904 -0.031
H -2.73139 2.28482 -1.05815 0.229
H -2.56066 1.95049 0.68922 0.230
C 0.45894 4.62845 3.06673 -0.401
Cl -0.25008 5.86572 4.11152 -0.050
Cl 1.34026 3.42436 4.01454 0.006
H -0.34015 4.12989 2.51288 0.220
H 1.14976 5.10629 2.36784 0.220
C -1.58643 3.61905 -4.01208 -0.403
Cl -2.70522 4.96628 -4.25375 -0.034
Cl -2.44964 2.07736 -3.95773 -0.026
H -0.87163 3.59762 -4.83819 0.227
H -1.05519 3.76283 -3.06809 0.233
C 0.70696 -3.44382 -2.62340 -0.402
Cl 0.54463 -4.08400 -0.98358 -0.029
Cl 0.58836 -1.68009 -2.63227 -0.020
H 1.67988 -3.73698 -3.02508 0.226
H -0.08946 -3.85711 -3.24702 0.223
C -0.05195 7.57865 -5.45491 -0.399
Cl 0.39968 9.11294 -4.70184 -0.022
Cl 0.41002 6.20982 -4.43620 -0.024
H -1.13406 7.56102 -5.60519 0.226
H 0.45589 7.49233 -6.41857 0.221
C -2.04583 -6.12711 0.50121 -0.404
Cl -2.20815 -6.76728 2.14102 -0.034
Cl -2.16443 -4.36338 0.49233 -0.004
H -1.07291 -6.42027 0.09953 0.224
H -2.84224 -6.54039 -0.12242 0.218
C 1.51205 -3.59184 -6.41197 -0.399
Cl 2.49195 -2.62251 -5.30503 -0.008
Cl 0.36147 -4.60011 -5.52628 -0.030
H 0.96056 -2.92330 -7.07738 0.226
H 2.17099 -4.23593 -6.99930 0.224
C -3.44382 -4.44873 4.46724 -0.402
Cl -2.46392 -3.47939 5.57419 -0.020
Cl -4.59440 -5.45700 5.35293 -0.045
H -3.99531 -3.78019 3.80183 0.223
H -2.78488 -5.09282 3.87992 0.233
```

The net charge is -1. As for the spin multiplicity: 1. The calculation puts the electronic energy at -246518.2717 eV.